C46H72O2P3SiSr | ωB97M-V/def2-TZVPD

Calculated total energy: -89538.631 eV
Energy above the lowest of the compared OMol25 structures with the same formula, charge and spin: 473.2 kJ/mol
LUMO energy: -4.00 eV
HOMO-LUMO gap: 4.034 eV
Total charge: +1
E_HOMO: -8.030 eV
2S+1: 1

Each line ends with the Löwdin charge.
Cartesian coordinates (Å):
Sr: -1.66 1.36 0.10  1.372
C: -0.44 2.55 3.99  -0.153
C: 0.21 1.21 4.37  -0.530
C: 0.83 1.37 5.76  -0.112
P: 1.27 0.71 2.88  1.092
C: 3.03 1.14 3.41  -0.538
C: 3.71 0.28 4.47  -0.106
C: 3.90 1.17 2.15  -0.125
C: 1.18 -1.14 2.94  -0.403
C: 1.22 -1.77 4.19  -0.115
C: 1.09 -3.14 4.32  -0.072
C: 0.86 -3.91 3.19  -0.068
C: 0.78 -3.29 1.95  -0.105
C: 0.97 -1.91 1.78  -0.352
Si: 0.85 -1.15 -0.02  0.637
C: 2.72 -0.98 -0.49  -0.325
C: 3.69 -1.73 0.18  -0.140
C: 5.03 -1.70 -0.19  -0.079
C: 5.44 -0.88 -1.22  -0.070
C: 4.50 -0.10 -1.89  -0.104
C: 3.15 -0.16 -1.54  -0.383
P: 1.85 0.76 -2.48  1.059
C: 2.31 0.49 -4.28  -0.543
C: 2.28 -1.03 -4.46  -0.131
C: 3.54 1.08 -4.98  -0.104
C: 2.22 2.52 -1.93  -0.558
C: 1.12 3.41 -2.52  -0.140
C: 3.60 3.15 -2.15  -0.098
C: 0.45 -2.68 -1.18  -0.301
C: 1.41 -3.70 -1.25  -0.111
C: 1.24 -4.84 -2.04  -0.064
C: 0.10 -4.96 -2.82  -0.069
C: -0.84 -3.95 -2.79  -0.112
C: -0.69 -2.82 -1.98  -0.391
P: -2.02 -1.55 -2.00  1.046
C: -3.43 -2.47 -1.15  -0.555
C: -4.07 -3.64 -1.89  -0.104
C: -2.91 -2.90 0.22  -0.125
C: -2.51 -1.49 -3.80  -0.567
C: -3.68 -0.52 -3.96  -0.126
C: -1.29 -1.02 -4.59  -0.121
H: -1.27 2.79 4.66  0.083
H: -0.81 2.52 2.96  0.006
H: 0.29 3.36 4.06  0.088
H: -0.57 0.45 4.41  0.081
H: 1.67 2.07 5.74  0.076
H: 1.17 0.43 6.18  0.056
H: 0.08 1.78 6.44  0.083
H: 2.93 2.16 3.78  0.099
H: 3.75 -0.77 4.17  0.077
H: 3.22 0.35 5.44  0.054
H: 4.74 0.63 4.59  0.085
H: 4.13 0.16 1.82  0.058
H: 4.84 1.69 2.35  0.085
H: 3.39 1.67 1.32  0.048
H: 1.37 -1.17 5.08  0.079
H: 1.16 -3.60 5.30  0.107
H: 0.74 -4.98 3.27  0.108
H: 0.58 -3.90 1.08  0.086
H: 3.39 -2.36 1.01  0.098
H: 5.75 -2.32 0.34  0.107
H: 6.48 -0.84 -1.52  0.105
H: 4.83 0.53 -2.69  0.081
H: 1.43 0.91 -4.78  0.084
H: 3.19 -1.48 -4.06  0.079
H: 2.19 -1.29 -5.51  0.086
H: 1.44 -1.47 -3.91  0.037
H: 4.46 0.59 -4.67  0.065
H: 3.64 2.15 -4.82  0.052
H: 3.43 0.91 -6.05  0.082
H: 2.03 2.42 -0.85  0.065
H: 1.20 3.47 -3.60  0.081
H: 1.19 4.43 -2.13  0.076
H: 0.15 2.99 -2.25  0.029
H: 3.78 3.33 -3.20  0.061
H: 4.40 2.52 -1.76  0.063
H: 3.65 4.11 -1.63  0.077
H: 2.31 -3.61 -0.68  0.088
H: 2.00 -5.61 -2.04  0.108
H: -0.05 -5.83 -3.44  0.107
H: -1.71 -4.05 -3.43  0.091
H: -4.20 -1.70 -1.01  0.081
H: -3.37 -4.47 -2.00  0.070
H: -4.43 -3.35 -2.88  0.067
H: -4.92 -4.01 -1.32  0.084
H: -2.19 -3.72 0.10  0.081
H: -3.72 -3.26 0.85  0.086
H: -2.39 -2.07 0.72  0.030
H: -2.83 -2.47 -4.16  0.092
H: -3.37 0.50 -3.69  0.047
H: -4.53 -0.80 -3.34  0.067
H: -4.02 -0.50 -5.00  0.086
H: -0.85 -0.14 -4.12  0.053
H: -1.57 -0.77 -5.62  0.086
H: -0.53 -1.80 -4.63  0.058
C: -4.67 0.38 3.05  -0.059
C: -3.75 1.59 2.93  -0.356
C: -4.40 2.79 3.63  -0.035
C: -3.43 1.97 1.50  -0.312
C: -2.64 3.07 1.27  -0.175
C: -2.41 3.54 -0.01  -0.146
C: -2.98 2.90 -1.09  -0.384
C: -2.76 3.39 -2.50  -0.004
C: -3.75 1.79 -0.86  -0.147
C: -3.97 1.32 0.41  -0.130
H: -4.85 0.15 4.10  0.095
H: -4.23 -0.50 2.58  0.066
H: -5.64 0.58 2.59  0.096
H: -2.81 1.35 3.45  0.118
H: -5.31 3.08 3.11  0.098
H: -3.73 3.66 3.64  0.076
H: -4.65 2.55 4.66  0.093
H: -2.19 3.60 2.10  0.127
H: -1.79 4.42 -0.15  0.145
H: -2.16 4.30 -2.52  0.094
H: -3.71 3.60 -2.98  0.108
H: -2.25 2.63 -3.10  0.089
H: -4.24 1.29 -1.69  0.130
H: -4.61 0.45 0.54  0.136
O: 0.72 3.93 1.00  -0.060
H: 1.29 4.69 0.85  0.058
H: 1.30 3.18 1.19  0.000
O: -1.85 -1.07 2.82  -0.066
H: -1.00 -1.50 2.66  0.004
H: -2.21 -1.44 3.63  0.069

C34H38MoN6O6P2 | ωB97M-V/def2-TZVPD

Calculated total energy: -77505.550 eV
Energy above the lowest of the compared OMol25 structures with the same formula, charge and spin: 0.0 kJ/mol
LUMO energy (alpha / beta): -8.06 / -10.64 eV
HOMO-LUMO gap (alpha / beta): 5.121 / 2.539 eV
Total charge: +2
E_HOMO (alpha / beta): -13.179 / -13.180 eV
2S+1: 3

Each line ends with the Löwdin charge.
Cartesian coordinates (Å):
Mo: -0.07 0.20 -0.23  1.151
C: -2.08 1.88 -8.10  -0.057
C: -2.17 0.63 -7.61  -0.076
C: -1.40 -0.56 -8.10  -0.147
C: 0.02 -0.28 -8.66  -0.138
C: 0.89 0.58 -7.78  0.053
C: 0.96 1.91 -7.81  0.063
C: 0.22 2.81 -8.77  -0.125
C: -1.19 2.35 -9.21  -0.166
C: 1.71 0.65 0.99  -0.183
H: -2.77 2.65 -7.72  0.125
H: -2.95 0.40 -6.88  0.104
H: -1.97 -1.09 -8.88  0.144
H: -1.28 -1.26 -7.26  0.116
H: 0.51 -1.26 -8.72  0.132
H: -0.05 0.08 -9.70  0.129
H: 1.56 0.01 -7.12  0.142
H: 1.69 2.43 -7.17  0.146
H: 0.81 2.98 -9.68  0.157
H: 0.10 3.79 -8.28  0.140
H: -1.67 3.24 -9.64  0.132
H: -1.11 1.63 -10.04  0.119
H: 1.23 1.39 1.67  0.049
H: 2.61 1.10 0.53  0.011
H: 1.95 -0.26 1.57  0.037
P: 1.52 -0.43 -1.77  0.878
P: -1.39 -0.85 -1.85  0.906
N: 2.57 0.87 -2.31  -0.255
N: 2.72 -1.68 -1.27  -0.212
N: -2.26 0.44 -2.69  -0.234
N: -2.76 -1.81 -1.43  -0.251
C: 0.91 -1.09 -3.36  -0.340
C: -0.50 -1.70 -3.20  -0.323
C: 2.45 2.19 -1.87  -0.156
C: 3.43 2.94 -2.52  -0.061
C: 4.15 2.07 -3.39  -0.060
C: 3.60 0.80 -3.25  -0.123
C: 3.57 -1.60 -0.17  -0.133
C: 4.29 -2.78 -0.06  -0.045
C: 3.85 -3.64 -1.12  -0.050
C: 2.86 -2.96 -1.81  -0.139
C: -2.34 1.74 -2.19  -0.127
C: -2.74 2.57 -3.24  -0.049
C: -2.89 1.76 -4.41  -0.057
C: -2.62 0.45 -4.03  -0.152
C: -3.90 -2.07 -2.20  -0.116
C: -4.75 -2.89 -1.47  -0.045
C: -4.12 -3.15 -0.21  -0.047
C: -2.90 -2.49 -0.21  -0.106
H: 1.63 -1.82 -3.75  0.075
H: 0.89 -0.24 -4.06  0.091
H: -1.07 -1.66 -4.13  0.074
H: -0.44 -2.76 -2.89  0.107
H: 1.70 2.44 -1.13  0.085
H: 3.60 4.00 -2.36  0.106
H: 4.98 2.33 -4.03  0.105
H: 3.84 -0.15 -3.72  0.113
H: 3.57 -0.72 0.46  0.074
H: 5.05 -2.98 0.68  0.110
H: 4.23 -4.63 -1.35  0.108
H: 2.25 -3.28 -2.64  0.092
H: -2.12 1.94 -1.15  0.095
H: -2.89 3.64 -3.18  0.109
H: -3.13 2.09 -5.41  0.081
H: -2.65 -0.47 -4.60  0.093
H: -4.00 -1.65 -3.20  0.091
H: -5.72 -3.25 -1.81  0.109
H: -4.51 -3.76 0.59  0.113
H: -2.12 -2.41 0.53  0.062
O: -1.02 -1.80 2.12  0.020
C: -1.14 -0.61 2.45  -0.591
O: -1.17 0.43 1.71  -0.177
C: -1.26 -0.32 3.95  -0.097
C: -1.92 0.84 4.41  0.090
C: -1.94 1.13 5.79  -0.106
C: -1.31 0.29 6.72  0.116
C: -0.68 -0.88 6.25  -0.105
C: -0.67 -1.18 4.87  0.091
N: -0.01 -1.76 7.17  -0.313
O: 0.00 -1.49 8.39  0.093
O: 0.57 -2.77 6.71  0.072
N: -2.55 2.35 6.25  -0.315
O: -3.08 3.11 5.42  0.072
O: -2.53 2.59 7.48  0.089
H: -2.41 1.50 3.70  0.129
H: -1.31 0.53 7.78  0.140
H: -0.19 -2.10 4.53  0.135

C44H61CsN10S3Te | ωB97M-V/def2-TZVPD

Calculated total energy: -101865.194 eV
Energy above the lowest of the compared OMol25 structures with the same formula, charge and spin: 94.3 kJ/mol
LUMO energy: -0.10 eV
HOMO-LUMO gap: 6.446 eV
Total charge: 0
E_HOMO: -6.542 eV
2S+1: 1

Each line ends with the Löwdin charge.
Cartesian coordinates (Å):
Cs: -0.17 -0.73 -1.16  0.794
N: -0.76 0.61 -3.86  -0.043
C: -0.31 1.75 -4.66  -0.256
C: 0.00 2.95 -3.77  -0.194
N: 1.00 2.67 -2.74  -0.150
C: 1.06 3.73 -1.74  -0.182
C: 1.11 3.21 -0.30  -0.268
N: -0.24 3.10 0.24  -0.025
C: 2.31 2.41 -3.31  -0.194
C: 3.34 1.93 -2.29  -0.256
N: 2.92 0.69 -1.66  0.002
H: 0.05 0.26 -3.35  -0.108
H: -1.03 -0.15 -4.48  0.077
H: -1.12 2.04 -5.34  0.108
H: 0.55 1.51 -5.29  0.093
H: -0.92 3.24 -3.26  0.085
H: 0.30 3.80 -4.42  0.130
H: 0.18 4.37 -1.85  0.114
H: 1.93 4.38 -1.92  0.119
H: 1.76 3.84 0.31  0.108
H: 1.54 2.21 -0.32  0.071
H: -0.65 4.02 0.34  0.063
H: -0.24 2.68 1.16  0.017
H: 2.71 3.31 -3.81  0.127
H: 2.21 1.64 -4.07  0.088
H: 3.47 2.69 -1.52  0.098
H: 4.30 1.85 -2.82  0.113
H: 3.66 0.33 -1.07  0.050
H: 2.68 -0.06 -2.33  -0.004
C: 1.34 -4.87 4.97  -0.040
C: 0.31 -4.81 3.83  -0.553
C: -0.69 -5.97 3.99  -0.045
C: -0.46 -3.49 3.95  -0.058
C: 1.01 -4.96 2.48  -0.171
C: 1.80 -6.10 2.24  -0.040
C: 2.42 -6.33 1.03  -0.073
C: 2.26 -5.39 0.01  -0.475
S: 2.87 -5.37 -1.60  1.105
C: 2.06 -3.84 -1.89  -0.511
N: 1.40 -3.39 -0.86  0.015
C: 1.50 -4.24 0.22  -0.313
C: 0.87 -4.03 1.46  0.029
C: 2.18 -3.17 -3.21  -0.294
C: 2.63 -3.95 -4.28  -0.101
C: 2.83 -3.39 -5.53  -0.110
C: 2.58 -2.04 -5.69  -0.109
C: 2.13 -1.29 -4.61  -0.177
C: 1.90 -1.79 -3.31  -0.173
H: 0.83 -4.78 5.93  0.087
H: 2.06 -4.06 4.88  0.074
H: 1.89 -5.81 4.97  0.076
H: -1.24 -5.86 4.93  0.084
H: -0.19 -6.93 4.00  0.078
H: -1.41 -5.98 3.17  0.091
H: -0.96 -3.46 4.92  0.090
H: -1.22 -3.39 3.18  0.084
H: 0.21 -2.63 3.90  0.063
H: 1.91 -6.84 3.02  0.106
H: 3.02 -7.22 0.88  0.108
H: 0.28 -3.14 1.59  0.094
H: 2.81 -5.02 -4.15  0.070
H: 3.16 -4.00 -6.35  0.095
H: 2.74 -1.57 -6.65  0.093
H: 1.95 -0.23 -4.81  0.045
S: -2.03 0.02 2.15  0.555
C: -2.54 1.40 2.89  -1.188
N: -3.79 1.86 2.90  -0.068
C: -4.10 2.99 3.77  -0.218
C: -2.78 3.74 3.93  -0.413
S: -1.49 2.46 3.81  0.921
H: -4.51 1.29 2.47  0.131
H: -4.47 2.63 4.74  0.122
H: -4.86 3.62 3.31  0.122
H: -2.71 4.24 4.89  0.078
H: -2.64 4.46 3.13  0.077
C: 1.44 -0.19 3.03  -0.207
N: 2.26 0.40 1.97  -0.071
C: 3.33 -0.55 1.64  -0.169
N: 4.17 -0.86 2.80  -0.078
C: 3.30 -1.42 3.84  -0.174
N: 2.23 -0.50 4.23  -0.077
C: 2.84 0.75 4.69  -0.174
N: 3.69 1.37 3.67  -0.084
C: 2.87 1.62 2.49  -0.183
C: 4.73 0.40 3.31  -0.174
H: 0.99 -1.11 2.66  0.088
H: 0.64 0.49 3.30  0.065
H: 3.96 -0.12 0.86  0.106
H: 2.89 -1.48 1.27  0.126
H: 3.91 -1.65 4.73  0.126
H: 2.86 -2.35 3.47  0.112
H: 3.44 0.54 5.58  0.124
H: 2.04 1.45 4.97  0.122
H: 3.49 2.06 1.71  0.123
H: 2.07 2.33 2.74  0.119
H: 5.34 0.19 4.18  0.123
H: 5.36 0.84 2.53  0.125
Te: -2.99 1.90 -0.79  1.308
C: -4.78 0.89 -1.27  -0.528
C: -5.98 1.20 -0.64  -0.147
C: -7.15 0.54 -0.98  -0.091
C: -7.13 -0.44 -1.97  -0.090
C: -5.94 -0.76 -2.60  -0.083
C: -4.77 -0.10 -2.25  -0.144
C: -3.34 3.44 -2.19  -0.532
C: -3.44 4.76 -1.76  -0.150
C: -3.66 5.78 -2.68  -0.091
C: -3.80 5.48 -4.03  -0.089
C: -3.71 4.16 -4.45  -0.080
C: -3.47 3.15 -3.54  -0.152
H: -6.00 1.98 0.12  0.085
H: -8.08 0.80 -0.49  0.101
H: -8.05 -0.95 -2.24  0.102
H: -5.92 -1.52 -3.37  0.104
H: -3.84 -0.35 -2.75  0.086
H: -3.35 5.00 -0.71  0.084
H: -3.74 6.81 -2.34  0.101
H: -3.98 6.27 -4.74  0.101
H: -3.82 3.92 -5.50  0.105
H: -3.37 2.12 -3.88  0.092

C7H20F2KNO7S2 | ωB97M-V/def2-TZVPD

Calculated total energy: -66835.535 eV
LUMO energy: -0.38 eV
HOMO-LUMO gap: 9.632 eV
Total charge: 0
E_HOMO: -10.016 eV
2S+1: 1

Each line ends with the natural charge from an NBO analysis.
Cartesian coordinates (Å):
K: 0.20 -0.89 0.98  0.964
N: 3.07 -0.86 0.22  -1.202
S: 4.37 -1.32 -0.48  2.427
O: 5.47 -1.74 0.35  -0.882
O: 4.68 -0.72 -1.76  -0.900
F: 3.75 -2.72 -0.97  -0.519
S: 3.66 0.57 0.79  2.407
O: 4.01 1.55 -0.20  -0.862
O: 4.29 0.57 2.08  -0.863
F: 2.18 1.08 1.20  -0.557
C: 0.58 -0.12 -3.96  -0.628
C: 1.77 -0.30 -3.03  -0.063
O: 1.22 -0.75 -1.78  -0.801
H: 0.07 0.81 -3.71  0.194
H: -0.15 -0.93 -4.01  0.210
H: 0.88 -0.10 -5.01  0.215
H: 2.26 0.68 -2.94  0.176
H: 2.52 -1.01 -3.37  0.185
H: 1.90 -0.85 -1.10  0.484
C: -1.61 0.99 3.72  -0.638
C: -0.30 0.30 4.13  -0.080
O: -0.56 -1.10 3.89  -0.753
H: -1.50 2.06 3.52  0.219
H: -2.32 0.79 4.52  0.201
H: -2.07 0.58 2.82  0.211
H: -0.06 0.39 5.18  0.186
H: 0.44 0.74 3.47  0.182
H: -1.10 -1.39 4.63  0.478
C: -2.90 -0.13 -1.87  -0.641
C: -3.01 0.84 -0.68  0.088
C: -4.00 0.20 0.30  -0.627
O: -1.69 0.82 -0.12  -0.771
H: -2.56 -1.15 -1.67  0.218
H: -2.42 0.34 -2.73  0.217
H: -3.87 -0.37 -2.34  0.212
H: -3.32 1.83 -1.02  0.182
H: -5.04 0.32 -0.02  0.227
H: -3.90 0.52 1.33  0.214
H: -3.82 -0.88 0.34  0.204
H: -1.12 1.35 -0.69  0.487

C21H16IrN6S | ωB97M-V/def2-TZVPD

Calculated total energy: -44645.690 eV
Energy above the lowest of the compared OMol25 structures with the same formula, charge and spin: 0.0 kJ/mol
LUMO energy: -4.28 eV
HOMO-LUMO gap: 6.842 eV
Total charge: +1
E_HOMO: -11.119 eV
2S+1: 1

Each line ends with the natural charge from an NBO analysis.
Cartesian coordinates (Å):
Ir: -1.41 1.16 -0.97  0.763
C: -2.50 0.36 1.95  -0.663
C: -3.10 -0.50 0.88  0.299
C: -4.04 -1.49 1.22  -0.255
C: -4.63 -2.24 0.25  -0.096
C: -4.29 -2.04 -1.10  -0.013
C: -4.87 -2.76 -2.17  -0.189
C: -4.47 -2.52 -3.45  -0.183
C: -3.46 -1.57 -3.72  -0.176
C: -2.90 -0.85 -2.70  -0.204
S: -1.64 0.35 -2.99  0.181
C: -3.32 -1.06 -1.38  0.123
N: -2.75 -0.30 -0.38  -0.446
H: -3.07 0.29 2.87  0.244
H: -2.47 1.41 1.64  0.229
H: -1.47 0.05 2.15  0.258
H: -4.28 -1.63 2.27  0.239
H: -5.37 -3.00 0.51  0.236
H: -5.63 -3.50 -1.95  0.231
H: -4.91 -3.06 -4.27  0.237
H: -3.13 -1.41 -4.74  0.236
N: 6.41 -1.62 4.48  -0.265
C: 5.50 -1.33 3.86  0.257
C: 4.35 -0.96 3.07  -0.162
C: 3.21 -0.45 3.69  -0.142
C: 2.12 -0.08 2.93  -0.216
C: 2.15 -0.19 1.54  -0.052
C: 3.30 -0.71 0.93  -0.223
C: 4.39 -1.09 1.68  -0.157
C: 1.03 0.22 0.74  -0.046
C: 0.09 0.55 0.05  -0.256
H: 3.19 -0.36 4.77  0.239
H: 1.23 0.31 3.41  0.225
H: 3.31 -0.83 -0.15  0.229
H: 5.27 -1.50 1.21  0.239
N: 4.13 3.89 -2.33  -0.749
C: 3.04 3.36 -1.79  0.668
N: 3.12 2.73 -0.62  -0.780
N: 1.90 3.48 -2.49  -0.620
C: 0.81 3.07 -1.96  0.629
N: -0.20 2.69 -1.53  -0.564
H: 5.04 3.81 -1.91  0.412
H: 4.04 4.34 -3.22  0.433
H: 3.97 2.70 -0.09  0.417
H: 2.30 2.28 -0.22  0.434